(1)
11
Properties=species:S:1:pos:R:3 method="wB97M-V/def2-TZVPD" multiplicity=1 energy_ha=-608.2823
C 0.701 -1.691 0.141
C 0.192 -0.380 -0.084
C -1.058 -0.045 0.149
C 1.454 0.697 -0.276
N 1.951 -1.899 -0.087
S 2.801 -0.500 -0.203
H -0.023 -2.407 0.399
H -1.358 0.916 0.235
H -1.901 -0.798 0.275
H 1.542 1.264 -1.192
H 1.568 1.317 0.515

---

(2)
11
Properties=species:S:1:pos:R:3 method="wB97M-V/def2-TZVPD" multiplicity=1 energy_ha=-608.1767
C -0.095 0.932 0.734
C 0.524 0.181 -0.125
C -0.810 1.913 1.464
C 0.113 -1.262 -0.301
N -0.012 2.867 1.161
S 1.158 -2.028 -1.561
H 1.458 0.421 -0.536
H -1.794 1.953 1.908
H -0.938 -1.395 -0.645
H -0.037 -1.851 0.648
H 0.432 -1.731 -2.747

---

(3)
11
Properties=species:S:1:pos:R:3 method="wB97M-V/def2-TZVPD" multiplicity=1 energy_ha=-608.2326
C -1.411 0.102 -0.523
C -0.315 -0.810 -0.524
C -1.314 1.352 0.145
C 0.844 -0.567 -0.006
N 2.064 -0.800 0.404
S -0.002 1.799 1.046
H -2.368 -0.340 -0.959
H -0.304 -1.692 -1.186
H -1.855 2.273 0.101
H 2.074 -1.337 1.215
H 2.588 0.020 0.286

---

(4)
11
Properties=species:S:1:pos:R:3 method="wB97M-V/def2-TZVPD" multiplicity=3 s_squared=2.011 energy_ha=-608.1208
C 0.298 -0.542 0.459
C 0.471 -1.796 0.237
C 1.564 -0.909 -0.289
C -0.341 0.792 0.597
N -1.515 0.715 -0.335
S -2.887 -0.171 -0.123
H 1.467 -0.561 -1.313
H 2.485 -0.870 0.290
H -0.654 0.954 1.629
H 0.381 1.467 0.090
H -1.270 0.920 -1.243